*P*
ORCA calculation (wB97M-V/def2-TZVPD) on C3H8O2 in the gas phase.

Last column: Löwdin charge in e.
Positions of all 13 atoms, in Å:
O -0.868 1.099 0.997  -0.09
C -1.285 0.001 0.183  -0.24
C -0.156 -0.563 -0.702  -0.16
C 1.242 -0.288 -0.144  -0.29
O 1.609 1.066 -0.283  -0.07
H -0.417 0.733 1.770  0.09
H -2.101 0.393 -0.432  0.12
H -1.707 -0.785 0.824  0.12
H -0.181 -0.098 -1.694  0.11
H -0.309 -1.645 -0.826  0.11
H 1.317 -0.616 0.909  0.11
H 1.980 -0.874 -0.702  0.12
H 0.876 1.576 0.099  0.07

Output
LUMO level (eV): 0.80
SMILES string: OCCCO
Spin multiplicity: 1

=====

*Q*
ORCA calculation (wB97M-V/def2-TZVPD) on C3H8O2 in the gas phase.

Last column: Löwdin charge in e.
Positions of all 13 atoms, in Å:
C 1.514 -0.073 -0.589  -0.05
C 0.094 0.403 -0.342  -0.46
O -0.654 0.215 -1.526  -0.03
C -0.549 -0.382 0.794  -0.23
O -1.927 -0.043 0.872  -0.06
H 1.500 -1.137 -0.846  0.09
H 2.136 0.060 0.304  0.08
H 1.970 0.475 -1.418  0.08
H 0.094 1.473 -0.067  0.14
H -1.579 0.358 -1.278  0.09
H -0.457 -1.459 0.590  0.13
H -0.042 -0.157 1.741  0.13
H -2.100 0.269 1.765  0.09

Output
LUMO level (eV): 0.78
SMILES string: C[C@@H](O)CO
Spin multiplicity: 1

=====

Verdict on stability: *Q* comes out on top.

=====

*P*
ORCA calculation (wB97M-V/def2-TZVPD) on C3H8O2 in the gas phase.

Last column: Löwdin charge in e.
Positions of all 13 atoms, in Å:
C 1.517 0.779 0.349  -0.12
O 0.438 0.042 0.876  -0.19
C -0.097 -0.923 -0.014  -0.21
C -1.452 -0.452 -0.514  -0.25
O -1.352 0.796 -1.165  -0.06
H 1.863 1.449 1.141  0.09
H 2.347 0.125 0.050  0.09
H 1.216 1.373 -0.524  0.09
H 0.582 -1.077 -0.863  0.12
H -0.195 -1.874 0.525  0.13
H -1.856 -1.163 -1.242  0.12
H -2.152 -0.400 0.333  0.12
H -1.047 1.421 -0.493  0.08

Output
LUMO level (eV): 1.03
SMILES string: COCCO
Spin multiplicity: 1

=====

*Q*
ORCA calculation (wB97M-V/def2-TZVPD) on 2 unconnected molecules or ions with the total composition C3H8O2.

Last column: Löwdin charge in e.
Positions of all 13 atoms, in Å:
O -0.298 -1.258 0.502  -0.11
C -0.039 0.003 1.130  -0.30
C 0.921 0.833 0.301  -0.09
C -0.838 0.379 -2.027  -0.03
O -0.128 -0.706 -2.158  -0.08
H -0.885 -1.759 1.084  0.10
H 0.425 -0.165 2.110  0.11
H -0.989 0.537 1.278  0.12
H 1.855 0.290 0.117  0.09
H 1.150 1.767 0.824  0.09
H -1.452 0.263 -1.090  0.00
H 0.517 1.128 -0.681  0.02
H -0.241 -1.312 -1.390  0.08

Output
LUMO level (eV): 0.51
Spin multiplicity: 1

=====

*R*
ORCA calculation (wB97M-V/def2-TZVPD) on 3 unconnected molecules or ions with the total composition C3H8O2.

Last column: Löwdin charge in e.
Positions of all 13 atoms, in Å:
C -1.174 -0.263 1.651  0.02
C -0.434 0.229 0.644  -0.62
O -0.730 0.032 -0.716  -0.04
C 0.710 1.069 0.759  0.08
H -0.871 0.066 2.633  0.06
H -2.053 -0.873 1.449  0.06
H -1.369 -0.689 -0.618  0.12
H 1.264 -0.597 0.346  0.27
H 0.844 1.591 1.687  0.07
H 0.953 1.546 -0.178  0.07
H 1.512 -0.549 -3.132  0.03
H 0.486 -0.521 -1.898  -0.03
O 0.862 -1.040 -2.628  -0.08

Output
LUMO level (eV): -0.38
Spin multiplicity: 1

=====

Verdict on stability: *P* comes out on top.

=====

*P*
ORCA calculation (wB97M-V/def2-TZVPD) on C3H8O2 in the gas phase.

Last column: Löwdin charge in e.
Positions of all 13 atoms, in Å:
C 1.778 0.613 0.627  -0.12
O 0.408 0.356 0.800  -0.18
C -0.071 -0.617 -0.102  -0.24
C -1.572 -0.529 -0.201  -0.23
O -1.838 0.500 -1.161  -0.08
H 2.099 1.371 1.343  0.09
H 2.376 -0.289 0.788  0.09
H 1.992 0.981 -0.381  0.09
H 0.104 -0.341 -1.151  0.13
H 0.342 -1.610 0.132  0.13
H -1.981 -1.436 -0.660  0.12
H -2.063 -0.359 0.766  0.12
H -1.576 1.359 -0.801  0.09

Output
LUMO level (eV): 1.04
SMILES string: COCCO
Spin multiplicity: 1

=====

*Q*
ORCA calculation (wB97M-V/def2-TZVPD) on 2 unconnected molecules or ions with the total composition C3H8O2.

Last column: Löwdin charge in e.
Positions of all 13 atoms, in Å:
C -0.270 -1.679 1.825  -0.12
C -0.978 -0.571 1.101  -0.24
C -0.125 -0.148 -0.086  -0.27
O 1.044 0.051 0.131  0.04
H -0.346 -2.583 1.198  0.08
H -0.731 -1.890 2.804  0.08
H 0.797 -1.447 1.980  0.08
H -1.920 -0.927 0.641  0.10
H -1.218 0.315 1.719  0.12
H -0.701 -0.042 -1.037  0.12
O 1.825 2.917 -3.626  -0.09
H 1.299 2.247 -3.134  0.04
H 1.322 3.756 -3.516  0.05

Output
LUMO level (eV): 0.72
SMILES string: CCC=O.O
Spin multiplicity: 1

=====

Verdict on stability: *Q* comes out on top.

=====

*P*
ORCA calculation (wB97M-V/def2-TZVPD) on C5H6O in the gas phase.

Last column: Löwdin charge in e.
Positions of all 12 atoms, in Å:
C 1.196 1.183 -0.022  -0.09
C -0.274 0.768 0.041  -0.20
C -0.486 -0.665 -0.272  -0.19
C -1.260 -1.605 -0.829  0.10
C -0.859 -2.042 0.486  -0.26
O 0.330 -1.646 0.867  0.01
H 1.779 0.631 0.720  0.08
H 1.618 0.977 -1.010  0.08
H 1.297 2.254 0.177  0.08
H -0.877 1.327 -0.683  0.13
H -0.687 0.970 1.036  0.13
H -1.562 -2.425 1.235  0.13

Output
LUMO level (eV): 0.73
Spin multiplicity: 1

=====

*Q*
ORCA calculation (wB97M-V/def2-TZVPD) on a molecular structure, C5H6O.

Last column: Löwdin charge in e.
Positions of all 12 atoms, in Å:
C 0.697 2.618 -0.289  0.12
C 0.420 1.495 0.047  -0.11
C 0.114 0.126 0.455  -0.31
C 0.659 -0.856 -0.530  -0.13
O -0.490 -1.043 -1.113  -0.01
C -1.221 -0.369 -0.135  -0.12
H 0.937 3.607 -0.613  0.03
H 0.319 -0.057 1.512  0.14
H 1.573 -1.355 -0.818  0.13
H -0.154 -2.383 1.020  0.09
H -0.850 -2.057 0.995  0.07
H -2.005 0.272 -0.530  0.10

Output
LUMO level (spin up / spin down) (eV): 0.44 / 0.18
Spin multiplicity: 1

=====

*R*
ORCA calculation (wB97M-V/def2-TZVPD) on C5H6O in the gas phase.

Last column: Löwdin charge in e.
Positions of all 12 atoms, in Å:
C 2.832 -0.130 0.911  0.15
C 1.942 -0.117 0.098  -0.04
C 0.679 -0.102 -0.646  -0.43
O 0.585 -0.376 -1.821  0.10
C -0.484 0.287 0.243  -0.19
C -1.848 0.012 -0.367  -0.10
H 3.619 -0.151 1.633  0.04
H -0.344 -0.231 1.199  0.12
H -0.354 1.355 0.470  0.13
H -2.636 0.314 0.329  0.07
H -1.972 -1.053 -0.586  0.08
H -1.978 0.561 -1.302  0.08

Output
LUMO level (eV): 0.42
SMILES string: C#CC(=O)CC
Spin multiplicity: 1

=====

Verdict on stability: *R* comes out on top.

=====

*P*
ORCA calculation (wB97M-V/def2-TZVPD) on C5H6O in the gas phase.

Last column: Löwdin charge in e.
Positions of all 12 atoms, in Å:
C 0.112 1.659 -1.639  -0.01
C -0.161 1.403 -0.381  -0.14
C -0.419 1.008 0.805  -0.02
C -0.605 0.031 1.680  -0.15
O -0.078 -1.206 1.507  -0.12
C 0.381 -1.533 0.194  -0.07
H -0.341 2.460 -2.208  0.05
H 0.799 0.983 -2.147  0.06
H -1.168 0.095 2.607  0.12
H 1.434 -1.250 0.067  0.10
H 0.258 -2.613 0.098  0.09
H -0.213 -1.037 -0.583  0.08

Output
LUMO level (eV): 0.62
SMILES string: C=C=C=COC
Spin multiplicity: 1

=====

*Q*
ORCA calculation (wB97M-V/def2-TZVPD) on C5H6O in the gas phase.

Last column: Löwdin charge in e.
Positions of all 12 atoms, in Å:
C -0.165 -1.482 -0.567  -0.08
C 0.301 -0.112 -1.060  -0.22
C -0.042 0.937 -0.169  -0.07
C -0.500 1.778 0.599  0.04
C 0.411 1.428 1.785  -0.31
O 1.005 0.452 2.184  0.05
H 0.430 -1.810 0.289  0.08
H -1.215 -1.455 -0.262  0.09
H -0.051 -2.197 -1.383  0.07
H -0.252 0.213 -1.949  0.14
H 1.370 -0.082 -1.281  0.13
H 0.403 2.371 2.284  0.08

Output
LUMO level (eV): 0.58
SMILES string: CCC#CC=O
Spin multiplicity: 1

=====

*R*
ORCA calculation (wB97M-V/def2-TZVPD) on C5H6O in the gas phase.

Last column: Löwdin charge in e.
Positions of all 12 atoms, in Å:
C 0.711 -0.951 -1.097  -0.09
C 0.366 0.521 -0.836  -0.19
C -0.458 0.586 0.380  -0.18
C -1.572 0.963 1.041  0.20
C -0.449 0.165 1.669  -0.39
O -0.026 -0.379 2.665  0.05
H 1.189 -1.403 -0.220  0.09
H -0.189 -1.532 -1.322  0.08
H 1.396 -1.031 -1.943  0.07
H -0.101 1.003 -1.694  0.11
H 1.283 1.067 -0.580  0.13
H -2.150 0.991 1.937  0.12

Output
LUMO level (eV): 0.84
SMILES string: CCc1cc1=O
Spin multiplicity: 1

=====

Verdict on stability: *P* comes out on top.

=====

*P*
ORCA calculation (wB97M-V/def2-TZVPD) on C5H6O in the gas phase.

Last column: Löwdin charge in e.
Positions of all 12 atoms, in Å:
C 1.418 2.222 -0.788  0.03
C 0.469 1.392 -0.469  -0.08
C -0.443 0.499 -0.169  -0.05
C -0.087 -0.678 0.685  -0.46
C -0.908 -1.926 0.452  -0.03
O 0.824 -0.642 1.485  0.08
H 2.042 2.040 -1.659  0.07
H 1.625 3.102 -0.186  0.07
H -1.446 0.565 -0.589  0.11
H -0.479 -2.752 1.021  0.08
H -0.919 -2.175 -0.616  0.09
H -1.947 -1.768 0.761  0.09

Output
LUMO level (eV): 0.77
SMILES string: C=C=CC(C)=O
Spin multiplicity: 1

=====

*Q*
ORCA calculation (wB97M-V/def2-TZVPD) on C5H6O in the gas phase.

Last column: Löwdin charge in e.
Positions of all 12 atoms, in Å:
C -1.338 1.847 -1.299  0.12
C -0.460 1.059 -1.052  -0.12
C 0.494 0.720 0.002  -0.18
C -0.005 -0.493 0.723  -0.34
C 0.443 -1.795 0.265  -0.11
O 0.982 -1.191 1.442  -0.03
H -2.074 2.595 -1.403  0.03
H 0.536 1.572 0.715  0.14
H 1.468 0.606 -0.443  0.12
H -0.987 -0.413 1.202  0.15
H 1.109 -1.833 -0.596  0.12
H -0.169 -2.675 0.446  0.11

Output
LUMO level (eV): 0.88
SMILES string: C#CC[C@H]1CO1
Spin multiplicity: 1

=====

*R*
ORCA calculation (wB97M-V/def2-TZVPD) on C5H6O in the gas phase.

Last column: Löwdin charge in e.
Positions of all 12 atoms, in Å:
C -1.806 -0.036 -0.002  -0.06
C -0.304 0.030 0.019  -0.28
C 0.643 -1.067 0.283  -0.06
C 1.850 -0.412 0.303  -0.18
O 1.785 0.895 0.028  0.02
C 0.442 1.145 -0.124  -0.07
H -2.246 0.938 -0.248  0.08
H -2.205 -0.342 0.974  0.08
H -2.161 -0.767 -0.734  0.08
H 1.194 -1.524 -0.609  0.14
H 2.829 -0.844 0.466  0.13
H 0.211 2.171 -0.360  0.13

Output
LUMO level (eV): 0.97
SMILES string: Cc1ccoc1
Spin multiplicity: 1

=====

*S*
ORCA calculation (wB97M-V/def2-TZVPD) on a molecular structure, C5H6O.

Last column: Löwdin charge in e.
Positions of all 12 atoms, in Å:
C 1.073 -0.367 -0.421  -0.14
C 0.333 0.912 -0.141  -0.20
C -1.152 0.523 -0.210  -0.21
O -1.254 -0.898 -0.588  -0.06
C -0.094 -1.187 0.095  -0.16
C -0.427 0.426 1.068  0.00
H 1.899 -0.502 0.284  0.12
H 1.406 -0.595 -1.440  0.11
H 0.722 1.899 -0.390  0.13
H -1.983 1.125 -0.568  0.14
H 0.074 -2.267 0.273  0.14
H -0.597 0.930 2.039  0.11

Output
LUMO level (eV): 1.15
Spin multiplicity: 1

=====

Verdict on stability: *P* comes out on top.